DFT (ωB97M-V/def2-TZVPD) results for C9H12Cl2N4O3RhTl as an isolated structure in a non-equilibrium geometry.

Computed properties:
- Charge: +4
- E_HOMO (alpha / beta): -22.84 / -23.63 eV
- Multiplicity: 5
- Gap between HOMO and LUMO (alpha / beta): 8.418 / 4.882 eV

Last column: natural (NBO) charge in e.
Geometry (Å):
Tl (-0.55449, 0.40771, -5.20769)  1.207
Rh (0.30061, 1.09788, -1.39350)  0.800
Cl (-0.96136, -0.58580, -2.61780)  -0.489
Cl (0.28109, 2.39647, -3.32409)  -0.302
C (1.41531, 2.35083, -0.68418)  0.542
C (0.87072, -1.97378, -5.95296)  0.500
C (1.07529, 2.19757, -6.93033)  0.500
O (2.19041, 3.18664, -0.44363)  -0.256
O (1.25023, -3.02546, -6.16971)  -0.319
O (1.49221, 3.12104, -7.45650)  -0.325
C (-0.69951, 1.14506, 1.24376)  -0.157
N (-0.03788, 0.07791, 0.42803)  -0.416
C (-0.97655, -1.08909, 0.39185)  -0.150
N (-1.26010, -1.58711, 1.75515)  0.013
C (-1.85796, -0.48908, 2.55274)  -0.178
N (-0.97202, 0.69236, 2.61400)  0.007
C (0.29987, 0.27011, 3.23882)  -0.176
N (0.94647, -0.82509, 2.48339)  0.012
C (1.23410, -0.36575, 1.11993)  -0.147
C (0.00669, -1.96502, 2.41086)  -0.178
H (-1.64820, 1.37584, 0.74248)  0.283
H (-0.06909, 2.04509, 1.26747)  0.281
H (-0.53413, -1.90488, -0.19213)  0.296
H (-1.92307, -0.77595, -0.05870)  0.291
H (-2.00094, -0.84090, 3.58515)  0.295
H (-2.81697, -0.20114, 2.10288)  0.301
H (0.97997, 1.13154, 3.23149)  0.293
H (0.08776, -0.06966, 4.26478)  0.303
H (1.66879, -1.20483, 0.55519)  0.290
H (1.95526, 0.46421, 1.15318)  0.282
H (-0.21803, -2.27231, 3.44279)  0.295
H (0.47549, -2.78443, 1.84730)  0.301

Cartesian forces, eV/Å:
Tl 0.6 0.2 -0.2
Rh -1.9 -1.8 -2.5
Cl 0.4 0.4 0.1
Cl 0.1 -0.5 0.1
C 5.1 5.7 1.2
C 0.8 -2.7 -0.5
C 0.9 2.7 -1.4
O -3.5 -3.8 -0.7
O -1.0 3.0 0.6
O -1.2 -2.9 1.6
C -0.5 1.3 0.0
N 0.2 -0.3 1.4
C -0.7 -1.1 -0.6
N 2.9 3.8 -0.1
C -2.9 -0.2 1.7
N 1.8 -3.2 -2.7
C 1.2 1.3 2.8
N -3.7 1.3 -2.3
C 1.2 -0.2 -0.3
C 0.6 -3.0 1.5
H 0.1 0.1 0.2
H -0.2 -0.3 0.2
H -0.1 0.2 0.0
H 0.2 -0.1 0.0
H -0.2 0.0 -0.4
H 0.1 -0.1 0.2
H -0.1 -0.2 0.3
H 0.2 0.2 -0.3
H -0.1 0.3 0.1
H -0.2 -0.2 0.1
H 0.1 -0.2 -0.4
H -0.1 0.1 0.3


DFT (ωB97M-V/def2-TZVPD) results for C34H27Cl6N6O4SSiV as an isolated structure.

Computed properties:
- Charge: +1
- E_HOMO (alpha / beta): -10.41 / -10.41 eV
- Multiplicity: 2
- Gap between HOMO and LUMO (alpha / beta): 5.630 / 6.019 eV

Last column: Löwdin charge in e.
Geometry (Å):
V (0.13562, 0.05960, 0.08954)  0.863
Cl (2.74644, -4.43794, -5.67239)  0.706
C (1.09943, -4.10283, -5.26951)  -0.669
C (0.23652, -5.14510, -4.96094)  -0.078
C (-1.07654, -4.85590, -4.63949)  -0.004
C (-1.54903, -3.54472, -4.60684)  -0.182
C (-2.98738, -3.28383, -4.23484)  -0.301
C (-3.19015, -3.25431, -2.71191)  -0.016
N (-2.63861, -2.04551, -2.10903)  -0.029
C (-3.25055, -0.81106, -2.13051)  -0.022
C (-2.41395, 0.04723, -1.50562)  -0.070
N (-1.29355, -0.65926, -1.10434)  -0.048
C (-1.46083, -1.91787, -1.50646)  -0.110
O (-3.81332, -4.31268, -4.74730)  -0.088
C (-4.94867, -3.81761, -5.46332)  -0.129
C (-5.90293, -3.09289, -4.55930)  -0.331
C (-6.07882, -1.74304, -4.50664)  -0.985
Cl (-5.30584, -0.55613, -5.47899)  0.688
S (-7.19016, -1.25567, -3.28916)  0.998
C (-7.43028, -2.88687, -2.81339)  -0.391
C (-6.70262, -3.74641, -3.56938)  -0.137
C (-0.65309, -2.52850, -4.91254)  -0.575
Cl (-1.15497, -0.86076, -4.87947)  0.744
C (0.66358, -2.79104, -5.25754)  -0.172
H (0.59149, -6.16550, -4.98493)  0.114
H (-1.76698, -5.66204, -4.42778)  0.129
H (-3.28879, -2.31177, -4.63524)  0.087
H (-2.71513, -4.11857, -2.24874)  0.149
H (-4.25595, -3.27831, -2.49167)  0.131
H (-4.21709, -0.66695, -2.58293)  0.108
H (-2.52526, 1.09532, -1.29497)  0.113
H (-0.76300, -2.72548, -1.35630)  0.152
H (-5.42359, -4.69476, -5.89894)  0.141
H (-4.61694, -3.16548, -6.27472)  0.121
H (-8.12306, -3.12141, -2.02158)  0.074
H (-6.72666, -4.82008, -3.44535)  0.126
H (1.33609, -1.98251, -5.50543)  0.103
Cl (2.04537, -1.70028, -2.42023)  0.349
Si (1.88160, 0.17904, -1.63687)  -0.713
Cl (1.14866, 1.46621, -3.03263)  0.311
Cl (3.69003, 0.81398, -0.99208)  0.327
O (0.63542, -1.36111, 1.03395)  -0.296
N (0.87385, -1.85136, 2.25798)  0.114
C (1.56073, -1.06633, 3.00372)  -0.244
C (1.96964, 0.22719, 2.51366)  -0.112
N (2.22497, 1.20566, 1.96798)  0.251
C (1.90290, -1.48492, 4.33137)  -0.126
N (2.18600, -1.78021, 5.40243)  0.218
C (-5.06006, 2.44288, -0.84313)  -0.049
C (-4.54739, 2.10021, 0.53289)  -0.240
C (-4.92779, 0.90303, 1.12822)  -0.053
C (-4.52605, 0.58713, 2.41793)  -0.067
C (-3.70180, 1.45722, 3.10606)  -0.027
C (-3.29950, 2.64942, 2.51791)  -0.218
N (-2.47164, 3.53044, 3.26849)  0.109
C (-1.34291, 4.14840, 2.78415)  -0.214
C (-0.99160, 5.42258, 3.24983)  -0.012
C (0.06687, 6.10694, 2.69608)  -0.051
C (0.81050, 5.56234, 1.64635)  -0.065
C (0.51138, 4.29574, 1.20710)  -0.012
C (-0.52818, 3.55936, 1.79677)  -0.100
C (-0.59764, 2.13694, 1.50785)  -0.476
O (-0.83183, 1.21578, 2.26094)  0.094
O (-0.24697, 1.78218, 0.21084)  -0.199
C (-3.73446, 3.00343, 1.23589)  -0.158
C (-3.40027, 4.33731, 0.62310)  -0.011
H (-5.53582, 1.57634, -1.30402)  0.067
H (-4.26673, 2.79854, -1.50535)  0.079
H (-5.80520, 3.24011, -0.80018)  0.092
H (-5.56658, 0.21995, 0.57947)  0.108
H (-4.84789, -0.33661, 2.88030)  0.107
H (-3.34174, 1.21712, 4.09774)  0.121
H (-2.85367, 3.89663, 4.12460)  0.154
H (-1.59287, 5.88046, 4.02602)  0.121
H (0.30802, 7.09459, 3.06699)  0.115
H (1.62237, 6.11993, 1.20232)  0.109
H (1.10773, 3.82902, 0.43404)  0.119
H (-3.10146, 5.06154, 1.37742)  0.082
H (-4.26451, 4.74130, 0.09793)  0.084
H (-2.58220, 4.26290, -0.09999)  0.096

Cartesian forces, eV/Å:
V -0.1 0.1 0.4
Cl 0.0 0.0 0.0
C 0.0 0.0 0.0
C 0.0 0.0 0.0
C 0.0 0.0 0.0
C 0.0 0.0 0.0
C 0.0 0.0 0.0
C 0.0 -0.1 0.0
N 0.0 0.0 -0.1
C 0.0 0.0 0.0
C 0.0 0.0 0.1
N 0.2 0.1 0.0
C 0.0 0.0 0.1
O 0.0 0.0 0.0
C 0.0 0.0 0.0
C 0.0 -0.1 0.0
C 0.0 0.0 0.0
Cl 0.0 0.0 0.0
S 0.0 0.0 0.0
C 0.0 0.0 0.0
C 0.0 0.0 0.0
C 0.0 0.0 0.0
Cl 0.0 0.0 0.0
C 0.0 0.0 0.0
H 0.0 0.0 0.0
H 0.0 0.0 0.0
H 0.0 0.0 0.0
H 0.0 0.0 0.0
H 0.0 0.0 0.0
H 0.0 0.0 0.0
H 0.0 0.0 0.0
H 0.0 0.0 0.0
H 0.0 0.0 0.0
H 0.0 0.0 0.0
H 0.0 0.0 0.0
H 0.0 0.0 0.0
H 0.0 0.0 0.0
Cl 0.0 0.0 0.0
Si 0.0 0.0 0.0
Cl 0.0 0.0 0.0
Cl 0.0 0.0 0.0
O -0.1 0.1 -0.3
N 0.0 0.0 0.0
C 0.0 0.1 0.0
C 0.1 -0.1 0.0
N 0.0 0.0 0.0
C 0.0 0.0 0.0
N 0.0 0.0 0.0
C 0.0 0.0 0.0
C 0.0 0.0 0.0
C 0.0 0.0 0.0
C 0.0 0.0 0.0
C 0.0 0.0 0.0
C -0.1 0.1 0.0
N 0.1 -0.1 0.0
C 0.1 -0.1 0.1
C 0.0 0.0 0.0
C 0.0 0.0 0.0
C 0.0 0.0 0.0
C 0.0 0.0 0.0
C -0.1 0.0 0.1
C 0.1 -0.1 -0.2
O -0.1 -0.1 0.0
O 0.0 0.0 -0.1
C 0.0 0.0 -0.1
C 0.0 0.0 0.0
H 0.0 0.0 0.0
H 0.0 0.0 0.0
H 0.0 0.0 0.0
H 0.0 0.0 0.0
H 0.0 0.0 0.0
H 0.0 0.0 0.0
H 0.0 0.0 0.0
H 0.0 0.0 0.0
H 0.0 0.0 0.0
H 0.0 0.0 0.0
H 0.0 0.0 0.0
H 0.0 0.0 -0.1
H 0.0 0.0 0.0
H 0.0 0.0 0.0


DFT (ωB97M-V/def2-TZVPD) results for a 3-piece molecular cluster, C40H60BFO11 overall in a non-equilibrium geometry.

Computed properties:
- SMILES: COCCCCCCCCCCc1cc2c(c(F)c1COC(C)=O)C(=O)c1c(CCOC=O)ccc(B(O)OC)c1C2=O.CCOCC.CCOCC
- E_HOMO: -9.48 eV
- Gap between HOMO and LUMO: 8.584 eV

Last column: Löwdin charge in e.
Geometry (Å):
C (-3.19291, -4.88800, -0.75433)  -0.106
O (-2.10445, -4.62838, 0.11128)  -0.191
C (-1.02429, -5.53350, -0.10201)  -0.233
C (-0.07799, -5.01115, -1.16443)  -0.180
C (0.64730, -3.72603, -0.70627)  -0.187
C (-0.07192, -2.45259, -1.17384)  -0.182
C (-0.15777, -1.34339, -0.08404)  -0.191
C (0.40029, -0.01423, -0.59375)  -0.205
C (-0.00019, 1.19162, 0.25788)  -0.193
C (0.15378, 1.00100, 1.77567)  -0.186
C (1.50419, 0.47477, 2.26083)  -0.179
C (2.55079, 1.57769, 2.50917)  -0.133
C (2.77638, 2.46750, 1.31805)  -0.149
C (2.19644, 3.74108, 1.31638)  0.044
C (2.31432, 4.58804, 0.22346)  -0.065
C (3.01436, 4.18102, -0.90693)  0.005
C (3.59736, 2.91201, -0.90256)  -0.142
F (4.27515, 2.48673, -1.96530)  0.132
C (3.50406, 2.04793, 0.19451)  -0.079
C (4.19795, 0.72004, 0.05650)  -0.091
O (5.64290, 0.79405, 0.08403)  -0.002
C (6.18370, 1.87927, 0.70833)  -0.544
C (6.28747, 1.80540, 2.20103)  0.024
O (6.61840, 2.79665, 0.09301)  0.155
C (3.08228, 5.10699, -2.06426)  -0.255
O (3.23378, 4.67447, -3.18020)  0.130
C (2.96359, 6.56248, -1.75720)  -0.005
C (3.58887, 7.50444, -2.60160)  -0.125
C (4.37367, 7.15797, -3.84046)  -0.114
C (3.49699, 7.03234, -5.07581)  -0.149
O (2.82550, 8.29558, -5.27961)  -0.015
C (1.49747, 8.27629, -5.19278)  -0.376
O (0.86246, 9.26954, -5.05257)  0.095
C (3.49552, 8.85718, -2.27829)  0.007
C (2.81101, 9.25886, -1.14284)  0.003
C (2.18493, 8.35351, -0.28650)  0.004
B (1.47446, 8.97451, 0.98732)  -0.594
O (2.20911, 9.89826, 1.73322)  0.151
O (0.18805, 8.74214, 1.30940)  0.057
C (-0.23067, 8.96727, 2.64869)  -0.052
C (2.25979, 6.98338, -0.60140)  -0.015
C (1.64498, 5.91622, 0.23962)  -0.271
O (0.66078, 6.05375, 0.91432)  0.156
H (-3.82192, -4.00411, -0.79938)  0.076
H (-3.77196, -5.72243, -0.35901)  0.090
H (-2.86750, -5.11015, -1.77162)  0.084
H (-1.39812, -6.51636, -0.39622)  0.114
H (-0.52110, -5.61578, 0.85598)  0.120
H (0.63875, -5.78319, -1.43924)  0.109
H (-0.62581, -4.77205, -2.07376)  0.102
H (0.71911, -3.74000, 0.37961)  0.100
H (1.66548, -3.75466, -1.08767)  0.104
H (-1.08741, -2.67831, -1.47651)  0.098
H (0.48478, -2.02781, -2.00556)  0.102
H (0.45664, -1.68653, 0.74278)  0.091
H (-1.18042, -1.23771, 0.26954)  0.115
H (0.05832, 0.14065, -1.61282)  0.112
H (1.48862, -0.08073, -0.58232)  0.095
H (-1.06543, 1.35258, 0.07818)  0.113
H (0.49785, 2.10301, -0.06744)  0.093
H (-0.10071, 1.93511, 2.27386)  0.113
H (-0.60157, 0.27729, 2.07497)  0.102
H (1.34656, -0.03016, 3.21345)  0.115
H (1.92449, -0.26789, 1.59260)  0.084
H (2.19719, 2.18324, 3.34073)  0.118
H (3.48987, 1.12197, 2.81355)  0.099
H (1.63708, 4.04154, 2.18833)  0.127
H (3.87030, -0.00438, 0.79365)  0.117
H (3.95558, 0.32885, -0.92557)  0.131
H (7.33844, 1.63190, 2.42643)  0.096
H (6.01375, 2.75411, 2.64497)  0.094
H (5.73693, 0.97381, 2.62391)  0.074
H (5.09477, 7.94510, -4.05365)  0.122
H (4.95712, 6.25316, -3.71271)  0.122
H (4.09091, 6.82687, -5.95825)  0.130
H (2.76903, 6.25097, -4.89696)  0.103
H (1.00059, 7.30457, -5.29327)  0.148
H (3.95656, 9.60322, -2.90456)  0.125
H (2.75107, 10.31159, -0.90498)  0.122
H (2.97342, 9.50841, 2.16658)  0.112
H (-0.49073, 10.00944, 2.80773)  0.094
H (0.52650, 8.67200, 3.36849)  0.090
H (-1.10660, 8.35683, 2.83814)  0.092
C (-1.25669, -9.34344, 4.44791)  -0.080
C (-1.96785, -8.47907, 3.42024)  -0.280
O (-1.33180, -8.44461, 2.15624)  -0.171
C (-1.19693, -9.68468, 1.48773)  -0.283
C (-2.51703, -10.37650, 1.19332)  -0.078
H (-0.22576, -9.01150, 4.57806)  0.081
H (-1.76812, -9.27914, 5.40875)  0.076
H (-1.23352, -10.39391, 4.15462)  0.065
H (-1.97995, -7.44488, 3.76465)  0.119
H (-3.01445, -8.78634, 3.31562)  0.108
H (-0.52764, -10.34948, 2.04576)  0.107
H (-0.69310, -9.45204, 0.54890)  0.115
H (-3.05078, -10.64617, 2.10539)  0.066
H (-2.34094, -11.29298, 0.62921)  0.077
H (-3.16659, -9.72493, 0.60707)  0.080
C (-8.18688, -5.65001, -2.17033)  -0.080
C (-8.23032, -5.73153, -0.65355)  -0.283
O (-7.12729, -5.12099, -0.01085)  -0.163
C (-6.95341, -3.73644, -0.24999)  -0.292
C (-8.12760, -2.87839, 0.18866)  -0.078
H (-7.26497, -6.09292, -2.54996)  0.080
H (-9.03401, -6.18666, -2.59847)  0.076
H (-8.23281, -4.62017, -2.52689)  0.065
H (-8.19933, -6.77739, -0.34749)  0.118
H (-9.17262, -5.32172, -0.27260)  0.107
H (-6.71602, -3.56073, -1.30602)  0.107
H (-6.06779, -3.45225, 0.31896)  0.112
H (-9.03682, -3.11230, -0.36661)  0.066
H (-7.90173, -1.82418, 0.02560)  0.077
H (-8.33557, -3.03134, 1.24837)  0.083

Cartesian forces, eV/Å:
C 0.1 0.0 0.2
O 0.0 0.0 -0.2
C -0.2 0.2 -0.3
C 0.4 0.4 0.2
C -0.4 -0.5 -0.4
C 0.3 0.6 0.9
C 0.5 -0.4 -0.7
C -0.1 0.2 0.8
C -0.5 -0.1 0.1
C 0.0 -0.5 -0.5
C 0.1 0.5 0.4
C -0.1 -0.2 -0.2
C 0.1 0.3 -0.2
C 0.2 -0.4 -0.1
C 0.3 -0.6 0.2
C 0.2 -0.2 0.1
C -0.3 0.2 0.3
F 0.0 0.0 0.0
C 0.0 0.4 -0.2
C 0.1 -0.1 0.0
O -0.3 0.0 -0.2
C -0.1 -0.1 0.5
C 0.2 -0.4 0.1
O 0.3 0.5 -0.5
C 0.0 -0.2 0.4
O 0.0 0.1 -0.6
C 0.1 0.5 0.1
C 0.0 0.1 0.1
C 0.2 0.1 -0.2
C -0.1 0.2 0.4
O 0.4 -0.5 0.0
C -0.4 0.1 -0.1
O -0.4 0.7 0.0
C -0.4 -0.3 0.5
C 0.1 -0.1 0.0
C -0.5 -0.5 0.1
B 0.1 0.3 0.0
O -0.3 -0.5 0.4
O 0.2 -0.1 0.0
C -0.3 0.1 0.1
C 0.4 0.4 -0.8
C 0.3 -0.1 -0.1
O -0.5 0.4 0.5
H -0.1 0.1 0.1
H -0.2 -0.1 -0.1
H 0.1 -0.1 -0.1
H -0.1 -0.1 0.2
H 0.1 -0.2 0.1
H 0.1 -0.2 0.1
H -0.2 -0.1 -0.2
H 0.0 0.0 0.2
H 0.2 0.2 0.0
H -0.1 -0.2 -0.3
H -0.2 -0.1 -0.4
H -0.1 0.1 0.4
H -0.1 0.0 0.1
H 0.1 0.1 -0.2
H 0.2 -0.1 -0.4
H -0.1 0.2 0.0
H 0.2 0.0 -0.2
H 0.0 0.1 0.1
H -0.1 0.0 0.1
H 0.1 -0.1 0.1
H -0.1 -0.2 -0.2
H 0.1 0.1 0.1
H 0.1 -0.1 0.1
H -0.1 0.2 0.0
H -0.1 0.0 0.2
H 0.1 -0.2 -0.1
H 0.1 0.0 0.0
H -0.1 0.1 0.1
H -0.2 0.0 0.1
H 0.0 0.2 0.2
H -0.1 -0.3 0.0
H 0.1 -0.1 -0.1
H -0.1 -0.2 -0.2
H 0.3 -0.4 0.1
H 0.1 0.0 -0.2
H 0.1 0.1 0.0
H 0.3 0.3 -0.3
H 0.0 0.1 0.0
H 0.2 0.1 0.0
H -0.2 -0.1 -0.2
C 0.1 -0.1 -0.1
C -0.1 0.0 0.1
O 0.1 0.2 -0.1
C 0.0 -0.1 0.0
C -0.1 0.1 0.1
H 0.0 0.0 0.0
H 0.0 0.0 0.0
H -0.1 0.0 0.0
H 0.0 0.0 -0.1
H 0.0 0.0 0.0
H 0.0 0.0 0.0
H 0.0 0.1 0.0
H 0.0 -0.1 0.0
H 0.0 0.0 0.0
H 0.0 0.0 0.0
C 0.1 0.1 0.0
C -0.1 0.0 -0.1
O 0.1 -0.1 0.1
C 0.0 0.1 -0.1
C -0.1 -0.1 0.0
H 0.0 0.0 0.0
H 0.0 0.0 0.0
H -0.1 0.0 0.0
H 0.1 0.0 0.1
H 0.0 0.0 0.0
H -0.1 0.0 0.0
H 0.0 -0.1 0.0
H 0.0 0.0 0.0
H 0.0 0.0 0.0
H 0.0 0.0 0.0